C7H11F2NO2 | the ωB97M-V functional and the def2-TZVPD basis

Properties
LUMO energy (spin up / spin down), eV: 0.145 / -1.106
Highest occupied orbital energy (spin up / spin down), eV: -9.02 / -7.95
2S+1: 1
ΔE to the lowest compared entry with this formula, charge and spin, kcal/mol: 86.81
Gap between HOMO and LUMO (spin up / spin down), Ha: 0.337 / 0.252

```
23
Properties=species:S:1:pos:R:3:mulliken_charge:R:1
C -0.06 1.15 1.52 -1.460
F 3.77 -0.78 0.55 -0.279
C 2.51 -0.86 -0.07 0.424
O 2.06 1.76 0.49 -0.540
H -2.47 -2.81 0.78 0.247
N -0.91 -1.38 -1.00 -0.478
H 2.58 -0.38 -1.11 0.211
H -0.91 0.87 -2.53 0.247
H -0.46 -2.05 -0.38 0.198
H -2.62 -0.26 -0.92 0.314
C 1.00 0.85 0.46 1.356
H -0.10 2.67 -2.06 0.252
H -0.93 1.65 1.02 0.375
C 0.28 0.82 -0.93 -0.176
O 1.50 -0.44 0.70 -0.297
H -3.89 -1.50 0.67 0.302
C -2.09 -1.10 -0.50 0.234
H 0.38 1.56 2.56 0.370
H 1.68 2.60 0.73 0.373
C -0.23 1.54 -1.85 -0.799
H -0.56 0.14 1.72 0.303
C -2.86 -1.78 0.47 -0.866
F 2.33 -2.26 -0.30 -0.313
```

C50H43N4SbSc | the ωB97M-V functional and the def2-TZVPD basis

Properties
LUMO energy, eV: -4.079
Highest occupied orbital energy, eV: -9.65
2S+1: 1
Gap between HOMO and LUMO, Ha: 0.205
Charge: +1

```
99
Properties=species:S:1:pos:R:3:mulliken_charge:R:1
H -4.18 1.12 2.52 0.036
H -5.44 -3.56 6.62 0.403
H 4.24 -1.00 -2.97 0.503
C 1.71 5.56 4.74 -0.456
C -3.01 -2.23 3.92 -0.765
H 3.17 3.60 1.38 0.604
H -3.04 -4.15 6.72 0.415
H -2.88 3.75 1.59 0.513
C -3.66 2.06 2.69 -0.669
H -1.96 5.20 -2.08 0.391
H 3.95 2.76 -1.03 0.628
N -1.46 -1.93 0.48 -0.123
C -3.12 -3.32 1.21 -1.171
C -1.19 -0.69 3.24 0.482
H 4.48 3.54 -4.89 0.400
C -1.87 -2.71 -0.56 0.491
C 2.76 2.78 0.81 -1.131
C -1.90 -5.87 -3.83 -0.832
N 1.43 1.01 0.24 0.060
C 0.30 -1.97 -3.63 -1.472
H -3.43 -4.31 -0.72 0.552
C 0.56 5.38 3.99 -0.746
N -0.32 -0.06 2.39 -0.126
H 6.17 1.85 -5.51 0.408
C -4.80 0.15 -0.53 -0.796
H 1.86 6.49 5.28 0.392
C -5.23 -2.39 4.84 -0.998
C 5.30 0.32 -4.29 -0.824
C -2.20 -2.28 1.59 0.255
C 0.20 1.02 3.05 0.144
H -2.73 1.84 3.22 0.090
H 6.02 -0.43 -4.57 0.395
C 1.33 3.20 3.32 -1.302
C 5.37 1.60 -4.82 -0.460
H -1.29 2.85 -2.24 0.473
H -4.35 -0.78 -0.18 0.040
H -1.49 -3.30 4.99 0.482
C -3.40 2.81 1.39 -1.050
C 2.48 3.38 4.09 0.043
H -6.28 -2.13 4.79 0.423
H -1.72 -0.33 5.38 0.581
H -3.31 -6.19 -5.42 0.385
Sc -0.11 -0.37 0.35 0.650
C 1.70 1.92 1.24 0.085
C -0.31 1.03 4.39 -1.056
C -0.28 -1.89 -2.32 0.303
C -3.78 1.02 -1.28 -0.885
H 2.66 2.97 -3.33 0.544
H -0.04 1.75 5.15 0.564
C 2.29 0.59 -2.03 1.202
H -5.21 0.68 0.33 0.253
H -3.82 -3.80 1.87 0.584
C -1.15 -0.03 4.51 -1.204
C -1.40 -4.96 -2.90 0.268
C -2.08 -1.72 2.87 1.179
C -1.43 3.29 -1.25 -0.725
H -0.20 6.16 3.95 0.412
H -4.73 -1.29 3.06 0.424
C 1.08 1.97 2.50 1.501
H -3.36 4.25 -1.58 0.274
C 4.43 2.55 -4.47 -0.822
C -2.93 -3.29 -3.71 0.207
H 3.22 2.59 4.13 0.488
H 3.56 4.69 5.38 0.419
H -3.33 0.46 -2.10 0.367
C -2.54 -3.04 4.95 0.075
N 0.39 -0.94 -1.59 0.022
C -1.91 -3.67 -2.84 -0.677
H -0.44 3.56 -0.87 0.390
C -1.34 -2.70 -1.86 0.848
C 3.42 2.23 -3.58 -0.131
C 4.28 0.00 -3.40 -0.226
C -2.33 4.52 -1.32 -1.288
C 0.37 4.20 3.28 0.023
C -2.92 -3.58 -0.11 -1.359
H -4.23 -3.90 -5.30 0.406
H -1.50 -6.87 -3.88 0.400
C 3.15 2.36 -0.43 -1.401
H 1.95 -0.84 -4.51 0.599
C 3.34 0.95 -3.02 -0.364
H -5.63 -0.11 -1.19 0.452
H -4.32 3.04 0.86 0.668
H -0.60 -5.26 -2.23 0.489
C 2.29 1.27 -0.80 0.568
C 1.31 -1.07 -3.67 -1.340
H -2.35 5.05 -0.37 0.301
C -3.43 -4.20 -4.63 -0.846
C -4.36 -1.91 3.87 0.199
H -0.52 4.06 2.68 0.540
C 2.66 4.56 4.79 -0.768
C 1.39 -0.43 -2.39 0.369
C -3.41 -3.52 5.92 -0.875
C -2.92 -5.49 -4.69 -0.385
Sb -2.17 1.68 0.01 0.970
H -4.25 1.91 -1.69 0.577
H -3.33 -2.29 -3.66 0.458
H -0.04 -2.62 -4.42 0.533
H -4.28 2.67 3.36 0.518
C -4.76 -3.19 5.86 -0.441
```

C17H26O5 | the ωB97M-V functional and the def2-TZVPD basis

Properties
LUMO energy, eV: 0.695
Highest occupied orbital energy, eV: -9.31
2S+1: 1
ΔE to the lowest compared entry with this formula, charge and spin, kcal/mol: 54.02
Gap between HOMO and LUMO, Ha: 0.368
Structure (SMILES): CC(=O)O[C@H](C[C@H](C)O)C1=CC[C@H]2[C@H](C[C@@H]1C)OC(=O)[C@@H]2C

```
48
Properties=species:S:1:pos:R:3:mulliken_charge:R:1
H -0.56 1.88 1.17 0.864
H -0.26 -2.08 -5.06 0.401
H 2.49 4.41 3.37 0.332
C 1.44 2.92 2.34 0.785
H -1.20 -1.41 -0.53 0.034
H -2.38 0.68 -2.35 0.524
C -1.74 -1.81 -3.54 0.216
H 1.03 -1.94 0.07 0.374
H 3.39 0.68 -0.64 0.330
H -1.86 2.00 3.92 0.440
O -1.73 -4.22 -3.33 -0.582
O 1.45 1.92 1.45 -0.275
H 2.62 -0.14 0.87 0.223
C -0.87 -0.90 -2.63 0.343
H -2.20 -1.09 4.11 0.318
H -0.81 -0.60 1.59 0.200
C -1.43 -3.19 -2.79 0.277
H 0.72 -0.50 2.43 0.338
H 3.27 2.84 3.27 0.316
H 1.61 -0.07 -1.98 0.466
H -1.73 -0.15 5.39 0.444
C -1.34 -0.51 4.47 -1.446
H 0.01 1.26 3.88 0.314
O -0.99 -3.09 -1.54 -0.393
H 3.26 3.92 1.87 0.326
C 0.23 1.24 1.12 -0.550
C 2.76 -0.17 -0.23 -1.545
C 2.70 3.51 2.73 -1.276
C 0.85 -1.66 -0.97 -1.404
H -2.83 -1.52 -3.45 0.381
H 3.38 -1.04 -0.40 0.456
C -0.67 1.23 -1.03 -1.024
H 0.12 -0.83 -3.24 0.036
C -1.33 -2.05 -5.06 -1.452
O 0.43 3.31 2.91 -0.545
H -0.50 -1.10 4.70 0.392
C -1.30 0.57 -2.32 -1.208
H -1.00 1.15 -3.25 0.271
H -1.87 -2.88 -5.52 0.349
C -0.82 0.67 3.46 0.089
C -0.14 0.07 2.11 -0.569
H -1.63 -1.28 -5.81 0.340
O -1.97 1.38 3.18 -0.510
C 0.41 0.81 -0.33 0.599
H 1.54 -2.28 -1.55 0.191
H -1.37 1.99 -0.62 0.377
C 1.40 -0.22 -0.91 0.718
C -0.59 -1.71 -1.36 0.716
```

C5H5N2 | the ωB97M-V functional and the def2-TZVPD basis

Properties
LUMO energy (spin up / spin down), eV: -5.015 / -9.353
Highest occupied orbital energy (spin up / spin down), eV: -12.07 / -15.86
Expectation value of S²: 2.029
2S+1: 3
ΔE to the lowest compared entry with this formula, charge and spin, kcal/mol: 86.40
Gap between HOMO and LUMO (spin up / spin down), Ha: 0.259 / 0.239
Charge: +1

```
12
Properties=species:S:1:pos:R:3:mulliken_charge:R:1
N -2.91 -0.05 0.91 -0.162
H 0.26 -0.57 1.23 0.368
H 0.25 -2.55 -0.48 0.303
H 0.44 0.11 -1.78 0.441
C 0.11 0.09 0.36 -0.122
N 0.39 1.39 0.67 -0.057
C 0.25 -0.47 -1.01 0.034
C -1.81 0.11 0.87 -0.004
C 0.50 -1.75 -1.22 -0.652
C 0.64 2.44 1.10 0.108
H 1.11 3.30 1.58 0.435
H 0.76 -2.05 -2.22 0.310
```

C57H51N6O3P2RuS2Si | the ωB97M-V functional and the def2-TZVPD basis

Properties
LUMO energy (spin up / spin down), eV: -4.026 / -4.027
Highest occupied orbital energy (spin up / spin down), eV: -9.77 / -9.77
2S+1: 1
Gap between HOMO and LUMO (spin up / spin down), Ha: 0.211 / 0.211
Charge: +1

```
123
Properties=species:S:1:pos:R:3:mulliken_charge:R:1
C -0.28 -4.30 5.33 -0.695
C 3.78 3.02 2.05 -1.062
C -2.37 1.07 -3.23 -0.396
H 0.27 -2.28 -1.33 -0.050
C 2.15 2.86 -1.31 -0.427
C -0.77 -2.19 -1.55 -0.854
H 7.04 -0.95 -1.86 0.317
C 3.98 -1.13 -3.28 -1.254
C 2.12 -2.55 1.20 0.585
C 1.69 0.46 -1.64 -1.251
C -0.37 5.15 -2.94 -0.893
C -3.44 -1.95 -1.96 -1.102
H 7.97 0.88 -4.86 0.185
C 1.91 -1.68 2.27 0.481
C -5.94 -0.07 2.69 -0.839
C -1.41 -3.09 -2.39 -1.634
S 2.38 -1.75 -2.93 1.940
N 1.67 -0.83 -1.83 -0.207
H -1.19 4.56 0.78 0.394
H -3.52 -5.60 -4.56 0.254
C 3.62 0.52 0.85 -0.240
H 4.80 -1.89 -1.45 0.431
C 2.44 -1.97 3.52 -1.104
H -0.81 2.95 4.93 0.599
C 2.86 -3.70 1.39 -0.976
H -4.21 -2.14 0.66 0.535
C -3.01 2.59 0.72 -2.011
C 3.16 -3.14 3.71 -0.917
O 2.53 -3.03 -2.28 -0.779
H 3.95 -4.90 2.80 0.415
H -0.14 -4.09 1.96 0.408
H 1.75 -2.31 0.22 0.134
C -0.50 1.64 3.21 -0.685
C 6.51 -0.08 -3.76 1.129
H 2.54 3.87 -1.33 0.518
H 3.84 3.99 2.53 0.478
H -6.51 -1.43 1.13 0.492
N -1.08 1.58 1.94 1.450
H 8.51 0.25 -3.36 0.188
H -1.16 3.20 -3.30 0.455
S 2.69 1.65 -2.43 -0.260
H 5.68 3.19 1.08 0.443
H -1.89 -2.66 0.79 -0.594
C 2.58 0.97 1.65 0.944
C 4.23 -0.44 -4.46 -0.018
H -0.79 -3.85 -2.86 0.312
C -0.35 -3.79 2.98 -0.421
H -2.64 0.27 -5.19 0.512
H -1.32 0.80 -3.18 0.371
C 0.49 0.58 3.55 -1.639
C -0.95 3.95 -2.55 -0.784
H -0.01 -4.97 6.13 0.413
C -0.92 -3.10 5.60 -0.734
C 0.00 -4.65 4.01 -0.748
C -3.31 -0.85 2.14 1.025
C 1.25 2.34 -0.47 -1.867
C 5.49 0.08 -4.70 -0.816
H 3.56 -3.37 4.69 0.468
C -3.11 0.76 -4.35 -1.043
H -2.79 0.51 3.73 0.127
O 1.61 -1.71 -4.16 -0.815
C -4.33 2.03 -2.20 -0.644
C 6.25 -0.79 -2.58 -0.884
C -1.25 3.72 -1.21 1.010
H -2.08 -5.29 -3.64 0.154
H 5.69 0.61 -5.62 0.322
H -6.13 1.95 -3.37 0.460
P 1.13 -0.09 1.96 2.718
H -4.82 2.54 -1.38 0.433
N -1.40 -1.16 -0.98 2.338
C -3.58 -3.85 -3.53 0.275
C -2.08 3.24 3.08 -0.891
C -0.97 -2.57 3.24 0.731
H 0.02 -0.27 4.05 0.305
H -4.50 -1.82 -2.10 0.750
H -1.82 -1.34 4.80 0.197
C -0.09 6.13 -2.00 -0.629
C 3.38 -4.00 2.65 -0.837
C -4.89 0.46 3.42 -0.826
C -4.47 1.07 -4.40 -0.759
H -2.76 4.03 3.36 0.639
H -5.05 0.81 -5.28 0.429
C 4.73 1.32 0.64 -0.695
H 0.36 7.06 -2.31 0.412
C -1.28 -2.25 4.57 -0.267
H 3.57 -0.46 0.38 0.068
H -6.96 0.24 2.90 0.416
C -2.09 2.55 1.91 -0.291
H 1.29 0.94 4.19 1.016
C -0.97 4.71 -0.27 -0.520
C 4.99 -1.31 -2.35 -0.264
N 0.93 1.01 -0.67 2.161
H 1.86 2.60 2.86 0.347
H 3.04 -4.36 0.55 0.593
H -3.81 1.85 0.83 0.564
H -3.24 -0.30 -0.64 0.700
H 3.44 -0.33 -5.19 0.496
H 0.80 2.86 0.36 0.634
C -2.72 -1.08 -1.16 -1.557
C -2.77 -2.97 -2.62 1.014
C -0.40 5.91 -0.67 -0.997
C 4.81 2.57 1.24 -0.805
H -1.16 -2.84 6.63 0.473
H 5.52 0.97 -0.01 0.472
C -3.59 0.08 3.14 0.077
C 2.67 2.22 2.26 -0.508
H -3.47 3.58 0.60 0.557
O -4.69 -3.51 -3.88 -0.620
P -1.97 2.12 -0.70 1.645
H -0.14 5.32 -3.99 0.465
C -2.98 1.70 -2.14 0.857
C -5.08 1.70 -3.33 -0.875
C -5.69 -1.00 1.69 -0.765
H 0.48 -5.59 3.79 0.466
C -4.39 -1.39 1.43 -0.662
Ru -0.68 0.34 0.50 0.849
H -5.08 1.18 4.20 0.480
H 2.29 -1.30 4.36 0.410
H -0.20 6.68 0.07 0.483
N 7.75 0.44 -3.99 -0.489
Si -1.63 -1.61 1.79 2.346
N -3.00 -5.01 -3.92 -0.291
C -1.06 2.67 3.91 -1.572
```

C31H26N4O4SSbSe4TcTe | the ωB97M-V functional and the def2-TZVPD basis

Properties
LUMO energy (spin up / spin down), eV: -7.766 / -7.776
Highest occupied orbital energy (spin up / spin down), eV: -12.51 / -12.51
2S+1: 1
ΔE to the lowest compared entry with this formula, charge and spin, kcal/mol: 30.33
Gap between HOMO and LUMO (spin up / spin down), Ha: 0.174 / 0.174
Charge: +2

```
73
Properties=species:S:1:pos:R:3:mulliken_charge:R:1
H 1.10 4.11 5.31 0.453
H -2.24 -4.89 -3.19 0.479
C -1.87 2.57 -3.40 0.798
C 5.03 -0.38 1.59 -0.298
C -1.31 -3.03 -2.79 -0.319
H 5.28 0.52 2.14 0.532
Sb 4.04 1.27 -1.72 1.152
H -0.72 -3.24 0.16 0.228
C -1.98 -4.06 4.15 -0.372
C -1.84 -4.43 2.83 -0.738
H -3.62 4.58 -1.30 0.483
H 6.41 -3.21 0.36 0.447
O -0.79 0.13 1.63 -0.968
Tc 0.84 0.58 0.66 -1.371
H -4.49 -4.07 -2.42 0.457
H 2.35 -1.87 0.12 0.498
C -2.23 3.23 -2.22 0.451
N -1.44 -1.77 -2.33 0.520
H -1.87 -2.48 5.60 0.441
C -1.43 -3.50 1.88 0.512
O -0.25 -1.48 0.24 -0.340
C -3.62 -3.43 -2.38 -0.432
C -1.77 -2.75 4.56 -0.835
C -2.63 2.75 -4.55 -0.834
C -1.26 -2.15 2.28 0.111
H -0.70 3.23 1.54 0.452
O -0.35 -0.99 -2.36 -0.640
H -4.86 5.01 -3.39 0.434
C -2.61 -1.31 -1.84 0.790
C 1.08 3.55 4.38 -0.443
H 2.81 2.33 4.82 0.546
N 2.87 0.92 2.61 -0.877
Se 4.56 1.22 -4.09 -0.297
H 7.02 -1.15 1.60 0.424
C 5.66 -2.47 0.58 -0.466
C 0.08 3.07 2.27 -0.128
H -1.27 -0.77 3.93 0.444
C -3.70 3.63 -4.55 -0.650
H -0.72 4.49 3.64 0.488
H -4.26 3.80 -5.46 0.437
C 3.72 -0.59 1.16 -0.443
C 6.00 -1.32 1.28 -0.673
C -3.33 4.08 -2.22 -0.951
Se 5.36 2.81 -0.45 -0.425
Te -0.62 1.05 -1.31 2.342
C -0.65 1.71 -3.40 -1.025
C 0.07 3.78 3.45 -0.892
C 2.03 2.59 4.12 -0.440
H -0.31 -3.28 -3.14 0.519
C -0.79 -1.15 1.36 2.240
C -1.43 -1.80 3.63 -0.781
H 0.25 2.28 -3.63 0.653
C -1.42 2.99 -0.98 -1.238
C -4.04 4.31 -3.39 -0.675
C 3.38 -1.72 0.42 0.167
C -2.38 -3.88 -2.83 -0.739
H -1.99 -5.45 2.50 0.497
N 1.01 2.16 1.98 0.345
H -2.25 -4.82 4.87 0.420
Se 5.56 -0.43 -2.72 -0.178
H -2.08 2.88 -0.11 0.659
H -2.36 2.21 -5.45 0.464
N 2.68 0.31 1.51 1.365
H -0.68 3.77 -0.79 0.751
Se 1.73 1.03 -1.41 -0.280
H 4.09 -3.58 -0.37 0.427
C -3.72 -2.15 -1.87 -0.865
O -1.24 -3.92 0.62 -0.624
C 1.97 1.90 2.91 0.239
S -2.80 0.27 -1.19 -0.562
C 4.35 -2.68 0.15 -0.910
H -4.66 -1.77 -1.50 0.501
H -0.71 0.85 -4.07 0.543
```

Number 5 is which compound? C57H51N6O3P2RuS2Si

Which value of 2S+1 does entry 3 give? 1